C24H46BO2PSi | ωB97M-V with the def2-TZVPD basis set

Summary:
lowest unoccupied orbital energy = 0.400 eV
orbital gap = 7.995 eV
structure (SMILES) = CB(O)P(CCCCCCCC[Si](C)(C)c1ccccc1)OC[C@@H](C)CC(C)C

Each line ends with the Löwdin charge.
Geometry (Å):
C 0.464 -1.848 3.165  -0.06
B 1.923 -2.563 3.107  -0.53
O 2.247 -3.665 3.922  0.05
P 3.193 -1.769 1.837  0.99
C 2.135 -1.522 0.288  -0.37
C 1.443 -2.906 -0.052  -0.25
C 1.198 -3.122 -1.600  -0.20
C 0.561 -1.901 -2.351  -0.19
C -1.019 -1.793 -2.324  -0.19
C -1.784 -2.795 -1.379  -0.19
C -1.972 -2.203 0.097  -0.24
C -3.481 -1.810 0.415  -0.26
Si -3.699 0.022 0.949  0.58
C -5.564 0.403 1.281  -0.19
C -2.813 0.381 2.613  -0.18
C -3.191 1.249 -0.438  -0.25
C -3.479 0.937 -1.838  -0.10
C -3.070 1.893 -2.858  -0.08
C -2.403 3.149 -2.480  -0.09
C -2.137 3.446 -1.084  -0.10
C -2.544 2.500 -0.040  -0.09
O 3.589 -0.286 2.571  -0.41
C 4.271 0.608 1.680  -0.25
C 3.179 1.617 1.064  -0.32
C 3.023 2.926 1.957  -0.06
C 3.640 1.928 -0.409  -0.16
C 2.522 2.534 -1.343  -0.37
C 2.910 2.204 -2.863  -0.09
C 1.076 1.946 -1.108  -0.08
H 0.516 -0.787 2.795  0.05
H -0.279 -2.426 2.556  0.05
H 0.133 -1.818 4.236  0.07
H 2.139 -4.486 3.406  0.11
H 1.302 -0.815 0.558  0.06
H 2.805 -1.143 -0.519  0.08
H 2.204 -3.698 0.243  0.10
H 0.545 -3.115 0.583  0.08
H 0.671 -4.095 -1.799  0.11
H 2.228 -3.262 -2.044  0.11
H 0.858 -2.007 -3.436  0.11
H 0.971 -0.905 -2.038  0.08
H -1.280 -0.756 -1.961  0.09
H -1.502 -1.865 -3.341  0.11
H -1.400 -3.842 -1.378  0.10
H -2.838 -2.861 -1.780  0.10
H -1.699 -2.998 0.848  0.09
H -1.318 -1.314 0.290  0.09
H -4.183 -1.956 -0.446  0.06
H -3.915 -2.407 1.272  0.08
H -6.184 -0.090 0.492  0.03
H -5.866 0.160 2.328  0.03
H -5.654 1.519 1.147  0.04
H -2.861 1.482 2.800  0.03
H -1.771 -0.017 2.542  0.01
H -3.416 -0.126 3.418  0.05
H -3.996 0.001 -2.157  0.10
H -3.252 1.736 -3.950  0.10
H -2.102 3.914 -3.236  0.10
H -1.628 4.377 -0.728  0.10
H -2.379 2.692 1.044  0.08
H 4.996 1.274 2.229  0.12
H 4.792 0.081 0.835  0.10
H 2.205 1.077 1.142  0.10
H 2.103 2.786 2.596  0.08
H 3.870 3.036 2.685  0.07
H 2.835 3.847 1.353  0.07
H 4.455 2.708 -0.322  0.13
H 4.112 1.051 -0.926  0.10
H 2.437 3.654 -1.280  0.13
H 3.423 1.207 -2.937  0.07
H 2.000 2.197 -3.520  0.07
H 3.583 3.022 -3.252  0.08
H 0.496 2.474 -0.302  0.07
H 1.169 0.880 -0.786  0.04
H 0.458 2.056 -2.042  0.07

***

C3H5N2S2 | ωB97M-V with the def2-TZVPD basis set

Summary:
relative energy (zero: lowest compared OMol25 entry of this formula, charge and spin) = 87.4 kcal per mole
lowest unoccupied orbital energy = -7.552 eV
net charge = +1
orbital gap = 6.208 eV
structure (SMILES) = [S-]S[N+]1=C=[NH+]CC1

Each line ends with the Löwdin charge.
Geometry (Å):
C 0.081 1.645 0.175  -0.10
C 0.190 -0.662 0.225  -0.22
C -1.283 -0.253 -0.231  -0.07
N 0.924 0.529 0.043  -0.49
N -1.083 1.201 0.024  0.01
S 3.466 -1.149 -0.019  0.42
S 2.554 0.560 -0.064  0.71
H 0.096 -1.139 1.233  0.15
H 0.662 -1.500 -0.476  0.14
H -1.705 -0.557 -1.200  0.12
H -2.168 -0.549 0.587  0.19
H -1.734 1.875 -0.297  0.14

***

C32H84N7O7 | ωB97M-V with the def2-TZVPD basis set

Summary:
relative energy (zero: lowest compared OMol25 entry of this formula, charge and spin) = 59.0 kcal per mole
lowest unoccupied orbital energy = -9.002 eV
net charge = +5
orbital gap = 7.374 eV

Each line ends with the Löwdin charge.
Geometry (Å):
C -5.647 -0.896 -3.452  -0.03
C -6.728 -0.232 -2.612  -0.30
C -7.576 0.868 -3.305  -0.15
O -8.571 1.366 -2.407  -0.19
C -8.136 2.353 -1.375  -0.03
N -7.604 -1.384 -2.166  0.23
H -8.312 -1.006 -1.553  0.16
H -8.132 -1.842 -2.896  0.18
H -7.088 -2.061 -1.624  0.17
H -5.969 -1.298 -4.413  0.10
H -5.164 -1.681 -2.869  0.09
H -4.932 -0.088 -3.607  0.10
H -6.331 0.083 -1.647  0.14
H -8.067 0.371 -4.141  0.14
H -7.024 1.726 -3.690  0.14
H -8.901 2.611 -0.642  0.10
H -7.687 3.240 -1.822  0.09
H -7.340 1.928 -0.764  0.06
C 2.823 0.654 -5.254  -0.02
C 2.460 -0.811 -4.946  -0.29
C 1.113 -1.329 -5.523  -0.18
O 0.814 -2.695 -5.274  -0.18
C -0.198 -3.131 -6.115  -0.11
N 3.569 -1.704 -5.431  0.25
H 3.131 -2.141 -6.230  0.17
H 4.401 -1.150 -5.580  0.17
H 3.867 -2.310 -4.680  0.17
H 3.155 0.748 -6.288  0.09
H 3.658 1.037 -4.667  0.09
H 1.967 1.327 -5.201  0.10
H 2.430 -0.880 -3.859  0.15
H 0.999 -1.084 -6.578  0.14
H 0.308 -0.752 -5.068  0.14
H -0.357 -4.144 -5.743  0.10
H -0.087 -3.218 -7.195  0.10
H -1.054 -2.478 -5.951  0.10
C -5.368 -0.312 3.219  -0.05
C -5.494 0.986 3.974  -0.29
C -5.929 0.922 5.465  -0.19
O -6.101 2.141 6.155  -0.16
C -7.333 2.861 5.777  -0.04
N -4.206 1.808 3.742  0.25
H -3.897 1.541 2.818  0.15
H -4.393 2.799 3.683  0.17
H -3.475 1.620 4.413  0.17
H -4.964 -0.325 2.207  0.09
H -6.371 -0.718 3.093  0.10
H -4.800 -1.107 3.703  0.10
H -6.267 1.576 3.482  0.14
H -5.218 0.347 6.059  0.14
H -6.855 0.346 5.466  0.14
H -7.156 3.875 6.137  0.10
H -8.210 2.518 6.326  0.10
H -7.540 2.881 4.707  0.08
C -0.982 7.609 -3.538  -0.02
C 0.052 6.673 -2.930  -0.31
C 1.434 7.206 -2.570  -0.14
O 2.417 6.163 -2.363  -0.18
C 3.508 6.579 -1.610  -0.12
N -0.593 5.958 -1.771  0.23
H -1.585 5.775 -1.810  0.17
H -0.193 5.037 -1.660  0.17
H -0.540 6.531 -0.942  0.17
H -1.387 8.284 -2.785  0.10
H -1.845 7.020 -3.848  0.09
H -0.617 8.138 -4.418  0.11
H 0.061 5.804 -3.588  0.16
H 1.299 7.886 -1.728  0.14
H 1.748 7.763 -3.452  0.15
H 3.843 7.534 -2.015  0.10
H 4.357 5.897 -1.656  0.10
H 3.234 6.733 -0.566  0.09
C 0.940 -8.446 -2.576  -0.07
C 0.339 -8.034 -1.183  -0.22
C 0.974 -6.720 -0.808  -0.15
N 0.831 -6.449 0.709  -0.24
C -0.651 -6.165 0.954  0.04
C 1.451 -7.549 1.650  -0.03
C 2.096 -6.835 2.921  -0.12
C 2.041 -5.359 2.602  -0.17
C 1.717 -5.215 1.084  -0.07
H 1.947 -8.850 -2.482  0.09
H 0.844 -7.669 -3.334  0.07
H 0.483 -9.301 -3.075  0.08
H 0.630 -8.848 -0.519  0.11
H -0.748 -7.968 -1.132  0.11
H 0.802 -5.848 -1.439  0.14
H 2.013 -6.982 -1.006  0.12
H -0.740 -5.894 2.006  0.11
H -1.090 -7.143 0.758  0.10
H -0.999 -5.348 0.322  0.11
H 0.680 -8.258 1.951  0.14
H 2.333 -7.883 1.105  0.13
H 1.536 -6.933 3.850  0.13
H 3.160 -7.072 2.920  0.12
H 1.264 -4.826 3.150  0.11
H 2.993 -4.963 2.955  0.12
H 1.142 -4.340 0.781  0.13
H 2.592 -5.318 0.442  0.13
C 9.284 2.454 4.409  -0.11
C 7.840 2.860 4.565  -0.22
C 7.030 1.582 4.324  -0.09
N 5.497 1.880 3.983  -0.17
C 4.765 2.454 5.292  0.05
C 4.795 0.562 3.433  -0.07
C 3.912 1.013 2.288  -0.18
C 4.722 2.065 1.609  -0.17
C 5.308 2.873 2.800  -0.09
H 9.597 2.045 3.449  0.08
H 9.640 1.693 5.104  0.09
H 9.983 3.288 4.345  0.09
H 7.552 3.661 3.884  0.10
H 7.775 3.222 5.591  0.12
H 7.066 0.827 5.109  0.14
H 7.374 1.065 3.428  0.12
H 4.801 1.941 6.254  0.11
H 3.743 2.655 4.969  0.09
H 5.210 3.416 5.548  0.10
H 4.285 0.115 4.286  0.13
H 5.539 -0.152 3.079  0.13
H 2.958 1.466 2.559  0.12
H 3.770 0.248 1.525  0.12
H 4.227 2.709 0.882  0.13
H 5.602 1.666 1.105  0.12
H 4.570 3.631 3.062  0.13
H 6.191 3.389 2.425  0.12
N -1.526 0.816 -1.125  -0.73
O -0.497 1.246 -1.695  -0.12
O -2.444 1.535 -0.927  -0.06
O -1.576 -0.353 -0.773  -0.08

***

C2H4N2 | ωB97M-V with the def2-TZVPD basis set

Summary:
relative energy (zero: lowest compared OMol25 entry of this formula, charge and spin) = 42.4 kcal per mole
lowest unoccupied orbital energy = 0.971 eV
orbital gap = 11.200 eV
structure (SMILES) = C#N.C=N

Each line ends with the Löwdin charge.
Geometry (Å):
C -2.582 -0.498 -0.255  -0.10
C 1.724 0.016 0.382  -0.17
N 0.825 0.825 0.149  0.02
N -3.030 0.227 -1.014  0.05
H 0.949 1.257 -0.788  0.06
H -2.221 -1.245 0.377  0.03
H 2.614 -0.003 -0.170  0.04
H 1.721 -0.578 1.319  0.07

***

C28H45N8OPtS | ωB97M-V with the def2-TZVPD basis set

Summary:
spin multiplicity = 3
lowest unoccupied orbital energy (spin up / spin down) = 2.608 / 2.607 eV
net charge = -1
orbital gap (spin up / spin down) = 5.684 / 6.563 eV

Each line ends with the Löwdin charge.
Geometry (Å):
Pt -1.267 -0.943 1.304  0.78
S -2.354 -3.426 1.006  0.48
C -1.490 -3.563 2.476  -0.87
C -1.403 -4.710 3.291  -0.12
C -0.652 -4.672 4.441  -0.10
C 0.020 -3.500 4.799  -0.10
C -0.104 -2.411 3.961  -0.17
N -0.825 -2.440 2.841  -0.17
H -1.931 -5.603 2.987  0.09
H -0.580 -5.553 5.069  0.10
H 0.617 -3.436 5.697  0.09
H 0.390 -1.470 4.173  0.10
C -2.991 1.689 3.479  -0.08
C -2.127 2.774 2.827  -0.38
C -0.642 2.541 3.119  -0.08
C -2.449 2.951 1.354  -0.16
C -2.948 4.175 0.939  -0.07
C -3.331 4.411 -0.377  -0.12
C -3.243 3.370 -1.292  -0.08
C -2.752 2.122 -0.943  -0.16
C -2.751 1.030 -1.997  -0.37
C -3.634 -0.161 -1.614  -0.07
C -1.343 0.574 -2.390  -0.06
C -2.290 1.893 0.396  -0.32
N -1.719 0.734 0.735  -0.20
H -2.800 1.653 4.556  0.07
H -2.765 0.711 3.055  0.03
H -4.052 1.897 3.327  0.08
H -2.399 3.725 3.301  0.11
H -0.311 1.591 2.702  0.03
H -0.477 2.530 4.201  0.07
H -0.028 3.340 2.696  0.06
H -3.049 4.968 1.674  0.10
H -3.718 5.378 -0.675  0.08
H -3.577 3.527 -2.314  0.10
H -3.199 1.485 -2.889  0.12
H -3.219 -0.700 -0.763  0.02
H -3.711 -0.855 -2.455  0.07
H -4.641 0.173 -1.352  0.08
H -0.827 0.138 -1.535  0.04
H -0.753 1.415 -2.762  0.06
H -1.399 -0.174 -3.187  0.08
C 2.141 -1.836 0.883  -0.18
N 3.413 -2.326 0.319  -0.08
C 3.566 -3.730 0.691  -0.19
N 2.459 -4.569 0.224  -0.09
C 1.217 -4.024 0.793  -0.19
N 1.004 -2.631 0.416  -0.13
C 0.948 -2.543 -1.042  -0.18
N 2.185 -3.048 -1.665  -0.08
C 3.306 -2.253 -1.144  -0.18
C 2.373 -4.433 -1.234  -0.19
H 1.991 -0.798 0.588  0.11
H 2.188 -1.901 1.973  0.12
H 3.623 -3.804 1.781  0.12
H 4.500 -4.110 0.265  0.12
H 1.268 -4.098 1.883  0.12
H 0.368 -4.614 0.441  0.11
H 0.806 -1.497 -1.320  0.10
H 0.097 -3.131 -1.392  0.12
H 3.162 -1.212 -1.430  0.10
H 4.236 -2.629 -1.582  0.12
H 3.297 -4.818 -1.678  0.12
H 1.533 -5.033 -1.592  0.12
C 1.152 3.100 -0.035  -0.03
N 1.246 3.043 -1.483  -0.12
C 0.396 3.978 -2.195  -0.06
C 1.789 1.928 -2.054  -0.52
O 2.099 0.938 -1.406  0.04
N 1.949 1.965 -3.443  -0.16
C 2.259 0.686 -4.050  -0.07
C 2.675 3.074 -4.032  -0.07
H 1.597 4.028 0.336  0.09
H 1.667 2.246 0.393  0.09
H 0.107 3.060 0.273  0.07
H -0.565 4.048 -1.681  0.07
H 0.214 3.626 -3.208  0.08
H 0.839 4.979 -2.239  0.08
H 1.665 -0.097 -3.586  0.08
H 3.319 0.423 -3.941  0.09
H 2.018 0.734 -5.114  0.09
H 2.570 3.970 -3.429  0.07
H 2.299 3.287 -5.036  0.09
H 3.745 2.841 -4.112  0.09

***

The max |F| results, record by record, are as follows: 2.9; 5.6; 5.2; 3.0; 0.4 eV/A.
The molecular weight results, record by record, are as follows: 436.50; 133.22; 679.07; 56.07; 736.87 g/mol.
The electronic energy results, record by record, are as follows: -47570.914; -27831.823; -59255.087; -5117.120; -57817.289 eV.